Record 1
Here is a structure of composition C12H10F6IIrN5O6S3 from the OMol25 dataset. Energies are from ωB97M-V with the def2-TZVPD basis set.

Positions of all 44 atoms, in Å:
Ir -0.68031 -0.96324 -0.56563
C -4.37366 1.98992 1.47623
C -3.58522 0.84211 1.97336
N -3.64824 0.30032 3.14968
N -2.74292 -0.71294 3.15067
C -2.10426 -0.82972 2.00286
S -0.85913 -1.89588 1.47600
N -2.62179 0.15987 1.23501
N -2.20577 0.33713 -0.10309
H -5.07151 2.28764 2.25499
H -4.94038 1.72306 0.58253
H -3.72432 2.83757 1.24850
H -2.62160 -1.27057 3.98851
H -1.93619 1.31490 -0.26148
H -2.97036 0.09984 -0.74482
F 2.59681 -0.78041 -4.30281
C 1.90990 -0.32774 -3.28588
F 2.26270 -0.94863 -2.16508
F 2.05733 0.97586 -3.14879
S 0.10983 -0.65276 -3.60941
O -0.62397 -0.03253 -2.44284
O -0.22462 -0.11741 -4.86620
N -0.01167 -2.23379 -3.49564
S -0.62929 -2.92642 -2.26422
O -1.91111 -2.33129 -1.77055
O 0.26892 -2.90604 -1.06527
C -0.77225 -4.72620 -2.81919
F 0.42393 -5.23736 -2.70311
F -1.19710 -4.74013 -4.05099
F -1.62645 -5.29500 -1.99955
I 5.94295 4.29842 2.26179
C 4.36031 3.01086 1.94310
C 4.03003 2.06481 2.91393
C 2.97487 1.20369 2.70101
C 2.24412 1.27968 1.50998
C 2.57694 2.23032 0.53899
C 3.63080 3.09195 0.75598
C 1.15457 0.34683 1.28394
O 0.82479 -0.50228 2.14931
O 0.48977 0.44342 0.15998
H 4.60162 2.00541 3.82923
H 2.71837 0.46692 3.44989
H 2.00952 2.29283 -0.37943
H 3.89401 3.82697 0.00850

Values from the calculation:
spin multiplicity: 2
ΔE to the lowest compared entry with this formula, charge and spin: 34.16 kJ/mol
HOMO energy (alpha / beta): -13.4666 / -13.4596 eV
charge: +2

Results of the Mulliken charge analysis, in e, for atoms 1 through 8:
1. Ir 2.343
2. C -1.256
3. C 0.910
4. N -0.668
5. N 0.284
6. C 0.413
7. S -0.331
8. N 0.164

---

Record 2
Here is the ion C3H6NO2 with charge -1 from the OMol25 dataset. Energies are from ωB97M-V with the def2-TZVPD basis set.

Positions of all 12 atoms, in Å:
C 0.97470 -0.13691 -1.01463
C 0.06264 -0.21106 0.41976
N -1.00200 -1.22047 0.15772
C -0.37480 1.28074 0.64337
O 0.45603 2.08105 0.96380
O -1.65071 1.37079 0.59636
H 1.34914 -1.04321 -1.52346
H 0.37236 0.34661 -1.80335
H 1.75540 0.65139 -0.92293
H 0.84911 -0.59796 1.11768
H -0.95006 -1.88297 0.90546
H -1.84183 -0.63801 0.46021

Values from the calculation:
spin multiplicity: 1
ΔE to the lowest compared entry with this formula, charge and spin: 94.88 kJ/mol
SMILES: C[C@H](N)C(=O)[O-]
HOMO energy: -4.1273 eV
charge: -1

Results of the Mulliken charge analysis, in e, for atoms 1 through 8:
1. C -1.317
2. C 0.293
3. N -0.811
4. C 0.541
5. O -0.678
6. O -0.791
7. H 0.344
8. H 0.317

---

Record 3
Here is a structure of composition C18H18IrN3O5 from the OMol25 dataset. Energies are from ωB97M-V with the def2-TZVPD basis set.

Positions of all 45 atoms, in Å:
Ir -0.17667 0.19404 -0.87592
C -0.98062 4.68199 -1.39451
O -0.75963 5.07852 -0.01701
C -0.64073 4.28288 1.01059
C -0.52368 4.95738 2.25975
C -0.41233 4.25881 3.41730
C -0.40261 2.84379 3.38438
C -0.48634 2.12655 2.20092
C -0.44682 0.70937 2.33323
N -0.44924 -0.15539 1.32451
N -0.45292 -1.39071 1.76266
C -0.53905 -2.32269 0.69336
O -0.73444 -1.95612 -0.46809
C -0.42356 -3.72516 1.07362
C -0.61743 -4.70959 0.09977
C -0.48674 -6.04092 0.43863
C -0.15274 -6.39410 1.74307
C 0.04401 -5.42148 2.71280
C -0.09666 -4.08446 2.38508
C -0.60527 2.82488 0.94073
O -0.66180 2.25986 -0.17911
H -0.10342 4.16462 -1.77013
H -1.13177 5.62126 -1.91392
H -1.85751 4.04822 -1.46525
H -0.53432 6.03880 2.24550
H -0.33125 4.77567 4.36263
H -0.31855 2.29688 4.31523
H -0.41873 0.29019 3.33394
H -0.87002 -4.41612 -0.90956
H -0.64040 -6.80781 -0.30797
H -0.04617 -7.43900 2.00386
H 0.30514 -5.70628 3.72262
H 0.04699 -3.31840 3.13221
N -0.00917 -0.12945 -3.03470
C 1.36768 -0.41217 -3.53179
C 2.39386 0.51749 -2.89545
C 2.78580 0.07267 -1.49625
O 3.86176 -0.43002 -1.28226
O 1.87283 0.21252 -0.54744
H -0.62674 -0.90008 -3.27091
H -0.37943 0.68618 -3.51198
H 1.37956 -0.31635 -4.61769
H 1.59564 -1.45069 -3.29109
H 1.99812 1.53799 -2.87274
H 3.29533 0.51722 -3.50385

Values from the calculation:
spin multiplicity: 6
HOMO energy (alpha / beta): -10.4113 / -11.4752 eV
charge: +1

Results of the Mulliken charge analysis, in e, for atoms 1 through 8:
1. Ir 1.452
2. C -0.661
3. O -0.383
4. C 0.481
5. C -0.696
6. C -0.700
7. C -0.741
8. C 0.638

---

Record 4
Here is the ion C6H11N4O with charge +1 from the OMol25 dataset. Energies are from ωB97M-V with the def2-TZVPD basis set.

Positions of all 22 atoms, in Å:
C 0.46264 -2.06256 0.44569
C 0.33704 -0.42837 0.16522
N -1.12106 -0.05054 -0.03252
C -1.81566 -0.04002 -1.17143
C -3.11942 0.19410 -0.80499
N -3.13619 0.37855 0.54003
N -1.95437 0.14024 0.98529
N 0.93365 0.41828 1.10749
C 1.80436 1.49608 0.43998
C 1.94056 0.80870 -1.01045
O 0.91322 -0.14625 -1.13191
H 1.28737 -2.30204 1.11438
H 0.65977 -2.56280 -0.46938
H -0.49761 -2.43874 0.86692
H -1.14173 0.02792 -2.05201
H -3.94402 0.39638 -1.49185
H -1.65925 0.31928 1.90638
H 1.30218 -0.09628 2.00367
H 2.74530 1.66618 0.94395
H 1.21461 2.44721 0.57656
H 1.91824 1.50784 -1.81431
H 2.87035 0.32684 -1.11671

Values from the calculation:
spin multiplicity: 1
ΔE to the lowest compared entry with this formula, charge and spin: 158.24 kJ/mol
SMILES: C[C@@]1([n+]2ccn[nH]2)NCCO1
HOMO energy: -13.9583 eV
charge: +1

Results of the Mulliken charge analysis, in e, for atoms 1 through 8:
1. C -1.280
2. C 0.789
3. N 0.521
4. C 0.134
5. C -0.477
6. N -0.641
7. N 0.067
8. N -0.396

---

Record 5
Here is a structure of composition C22H17AsLuO4 from the OMol25 dataset. Energies are from ωB97M-V with the def2-TZVPD basis set.

Positions of all 45 atoms, in Å:
Lu 0.00000 0.00000 0.00000
O 2.97000 -0.32605 -0.65055
C 1.85306 -0.18356 -0.40942
C -1.85579 0.11608 0.42202
O -2.97671 0.15405 0.68265
C -0.43637 -0.32255 -1.83005
O -0.70080 -0.55311 -2.92671
C 0.43661 0.32978 1.82849
O 0.69872 0.49238 2.93795
H 0.45845 1.67809 -0.40883
H -0.32614 1.74152 -0.23279
C 3.67046 -5.77398 0.95516
C 3.52373 -4.95421 -0.16531
C 2.41474 -4.11450 -0.27143
C 1.43656 -4.08824 0.73475
C 1.59023 -4.91023 1.86219
C 2.70514 -5.75119 1.96722
As -0.02956 -2.80027 0.52217
C -0.99061 -3.51819 -1.04140
C -2.24044 -2.97286 -1.36909
C -2.96968 -3.46375 -2.45620
C -2.45967 -4.51192 -3.22400
C -1.22185 -5.07094 -2.90226
C -0.49055 -4.58027 -1.81644
C -0.80744 -2.85157 2.31308
C -2.11036 -3.33664 2.47663
C -2.68610 -3.38618 3.74989
C -1.95959 -2.95370 4.86322
C -0.65559 -2.47438 4.70335
C -0.07923 -2.42488 3.43006
H 4.53520 -6.41795 1.04097
H 4.27280 -4.96143 -0.94709
H 2.32030 -3.46836 -1.13672
H 0.86469 -4.90331 2.66135
H 2.82733 -6.38149 2.83858
H -2.65504 -2.16969 -0.78011
H -3.93263 -3.03428 -2.70029
H -3.02525 -4.89542 -4.06341
H -0.82952 -5.88975 -3.49178
H 0.45176 -5.04756 -1.59415
H -2.67819 -3.67433 1.61988
H -3.69419 -3.76079 3.87384
H -2.40488 -2.99305 5.84890
H -0.09136 -2.14374 5.56577
H 0.93342 -2.06384 3.31391

Values from the calculation:
spin multiplicity: 1
HOMO energy (alpha / beta): -18.0263 / -17.8087 eV
charge: +3

Results of the Mulliken charge analysis, in e, for atoms 1 through 8:
1. Lu 0.365
2. O -0.143
3. C 0.195
4. C 0.185
5. O -0.140
6. C 0.389
7. O -0.142
8. C 0.339

---

Record 6
Here is a structure of composition Br5Hf from the OMol25 dataset. Energies are from ωB97M-V with the def2-TZVPD basis set.

Positions of all 6 atoms, in Å:
Hf -0.09935 0.41523 0.13407
Br -2.70535 -0.73684 -0.16911
Br 0.77222 -2.02159 -0.99897
Br 2.48497 1.43883 0.64846
Br -0.13542 -0.78857 2.82913
Br -0.31710 1.69295 -2.44358

Values from the calculation:
spin multiplicity: 2
ΔE to the lowest compared entry with this formula, charge and spin: 1.08 kJ/mol
HOMO energy (alpha / beta): -10.2815 / -10.2593 eV
charge: 0

Atom-resolved charges from Mulliken, all expressed in e:
1. Hf 0.990
2. Br -0.174
3. Br -0.171
4. Br -0.322
5. Br 0.002
6. Br -0.324

---

Record 7
Here is a cluster of 2 separate species, C3H4ClF in total from the OMol25 dataset. Energies are from ωB97M-V with the def2-TZVPD basis set.

Positions of all 9 atoms, in Å:
C 0.66218 -0.47820 -0.48506
C -0.77049 -0.51448 0.18380
C 0.20691 0.49330 0.50167
F 0.72134 0.85809 1.63812
Cl -0.46400 2.54333 -0.70633
H 1.42060 -1.09132 -0.19766
H 0.85840 -0.21532 -1.55833
H -1.73942 -0.37454 -0.39865
H -0.89551 -1.22085 1.02245

Values from the calculation:
spin multiplicity: 1
ΔE to the lowest compared entry with this formula, charge and spin: 241.55 kJ/mol
HOMO energy: -9.9861 eV
charge: 0

Results of the Mulliken charge analysis, in e, for atoms 1 through 8:
1. C -0.517
2. C -0.449
3. C 0.515
4. F -0.158
5. Cl -0.386
6. H 0.286
7. H 0.229
8. H 0.239

---

Record 8
Here is a cluster of 2 separate species, C5H15N2 in total from the OMol25 dataset. Energies are from ωB97M-V with the def2-TZVPD basis set.

Positions of all 22 atoms, in Å:
N 1.64952 -0.18759 -0.47456
C 0.79144 -1.38063 -0.22238
C 0.76761 -2.44911 -1.31883
C -0.61913 -0.67977 -0.14077
N -0.84450 0.16320 0.98436
C -1.57723 1.39930 0.64562
C -0.70860 2.57932 0.22567
H 2.57762 -0.51141 -0.17863
H 1.39641 0.70199 1.82913
H 1.47300 0.42369 0.36329
H 1.08714 -1.88099 0.70429
H 0.07012 -3.17672 -0.89796
H 0.44891 -2.14377 -2.31399
H 1.71944 -2.97481 -1.38846
H -1.40699 -1.45962 -0.06165
H -0.71717 -0.24845 -1.13791
H -0.09841 0.30957 1.72040
H -2.17942 1.72412 1.49885
H -2.26463 1.08948 -0.14109
H 0.07988 2.80269 0.93730
H -0.28320 2.44863 -0.77497
H -1.36182 3.45090 0.14229

Values from the calculation:
spin multiplicity: 1
ΔE to the lowest compared entry with this formula, charge and spin: 680.04 kJ/mol
HOMO energy: -14.2418 eV
charge: +1

Results of the Mulliken charge analysis, in e, for atoms 1 through 8:
1. N -0.398
2. C 0.361
3. C -1.381
4. C -0.725
5. N 0.085
6. C -0.413
7. C -1.001
8. H 0.367

---

Result set for M: 849.55; 88.09; 548.58; 155.18; 595.26; 578.01; 94.52; 103.19 g/mol, one per record in the order listed.